# 1
DFT (the ωB97M-V functional and the def2-TZVPD basis) results for 6 unconnected molecules or ions with the total composition C32H70ClF10NO10PS6.

The geometry in ORCA input format:
```
! wB97M-V def2-TZVPD RIJCOSX def2/J DEFGRID3
* xyz -1 1
C 2.9834 1.9027 1.9234
H -2.2323 -0.9978 0.7719
H -2.1044 -1.5114 -1.5487
H 4.6931 0.6599 1.4933
O -5.3157 -3.5035 1.9843
O -1.6085 1.4839 1.8799
H 0.6408 4.2903 -2.3117
H -0.2499 1.5940 -1.5443
H -2.3666 3.7582 -2.2707
C -0.2059 3.6070 -2.3343
C -0.9918 2.8626 0.0058
F -6.4215 5.8837 -0.3222
H 6.7227 -3.9441 0.6421
C 4.5337 -3.8156 -1.2091
C 3.6195 0.5484 1.6568
H -0.1514 5.8963 0.6937
C 0.7032 1.4145 1.4484
C -0.0623 2.6012 -1.1714
H 0.4685 -6.2807 -5.0402
C -4.7569 2.4471 -1.2464
H -10.3614 -4.4275 1.0749
H 13.3602 2.1730 3.1614
H 2.9805 2.5181 1.0138
C 11.1781 -5.0432 0.3062
C -0.5772 2.3114 1.4296
C 0.4067 5.7550 1.6217
F -5.4023 5.2220 -2.1960
P -3.1031 1.4151 0.9119
H 10.3927 -5.2247 -0.4276
H -9.7981 -3.4131 -2.5429
H -3.1749 3.9242 1.3006
H 11.9827 -2.6070 -0.9239
H -4.8651 0.4165 -0.6454
H -11.5642 -4.5201 -0.2373
C -5.2263 -3.2756 -0.4071
S 12.4391 0.7123 1.5101
H 10.8123 -1.4629 -0.2513
C -10.5536 -4.2077 0.0272
H -4.3883 2.6708 3.8005
C -3.9525 0.4502 2.3394
H -4.2072 -3.3510 -0.7866
S -9.3649 -5.1390 -0.9456
H -3.7879 4.2818 3.5431
S -6.9108 5.4313 -1.7633
F -5.9859 2.9155 -3.2412
O 12.9932 -0.4834 0.8189
O -8.0352 -4.5446 -0.6647
H 14.1676 0.5708 3.1544
H 0.3247 -4.8804 -2.2708
Cl -0.0248 2.7128 -3.9040
O 1.6728 1.7889 2.4347
H -1.2311 0.0974 -0.0685
H -5.5357 1.5041 0.5006
F -6.7984 6.9433 -2.2400
F -7.4106 5.0522 -3.2200
H -5.7400 -2.5262 -1.0104
O 2.8580 -6.1054 -2.4085
H 7.2160 -3.0372 -0.8220
H -3.2433 0.5272 3.1653
C 11.4236 0.0966 2.8568
H 11.1237 -5.7874 1.0980
H -2.6534 2.9483 3.6842
H 1.2011 1.3698 0.4827
H 10.2204 -2.8877 -1.1517
H -4.8587 1.0058 2.5847
H 3.5045 -3.6531 -1.5151
H 7.1875 -2.2389 0.7690
C -6.1120 2.5815 -1.9265
F -2.7208 0.2594 -2.2639
S 1.6494 -6.7282 -3.0103
H -0.6833 -6.2956 -2.7137
H 0.9751 2.6458 -0.8438
H -10.4153 -3.1427 -0.1578
H 14.5249 1.7639 1.8779
H -0.1689 6.1702 2.4592
C -4.3149 -1.0237 2.3042
H 1.4253 -4.8662 -4.4927
H 2.2370 -6.2599 -5.2529
S 5.0027 -2.4686 -0.1252
H -1.2417 4.1339 2.3959
C -3.6185 3.2321 3.2684
H 3.2065 0.0609 0.7752
C 1.4145 -5.9494 -4.6121
C -4.6804 1.3736 -0.1679
H -1.1260 3.9437 0.1379
H -4.4922 3.4312 -0.8601
C 10.9928 -2.5079 -0.4817
H -1.5727 4.8940 -3.3647
H 0.3611 0.4059 1.6843
O -4.9757 -1.4616 1.0921
H -3.4387 -1.6558 2.4679
H 1.5279 4.3031 2.4474
F -8.3533 3.2764 -1.5369
H 3.5759 2.4512 2.6625
N 0.7593 4.3500 1.7946
H 10.5590 -0.4022 2.4218
C 0.2297 -5.9648 -2.2190
H 0.2200 -6.2850 -1.1796
H -3.7716 -1.0918 -1.2010
H -4.0636 2.2403 -2.0619
H 3.4656 -0.0931 2.5259
H 11.0918 0.9333 3.4713
F -8.4153 5.7278 -1.3200
H -10.9148 -4.8045 -2.7382
O 5.0479 -1.2390 -0.9643
O -2.2775 2.3869 -0.3030
F -6.9554 3.5259 0.0769
H -5.7649 -4.2130 -0.4710
H -4.7576 3.2726 1.4933
H -4.9847 -1.2437 3.1392
C -5.1768 -2.7911 1.0114
O 9.5239 -3.3782 1.5302
H 4.6004 -4.7601 -0.6711
C -1.4984 4.4007 -2.3941
C -2.7622 -0.6892 -1.2326
S 10.9348 -3.4274 1.0561
H 12.1607 -5.0760 -0.1640
H -9.2274 -4.9233 -3.2969
C -9.8866 -4.4993 -2.5426
H 1.3226 6.3434 1.5284
H 5.1791 -3.8300 -2.0874
F -6.8089 1.4032 -1.9221
H -1.5066 5.1724 -1.6237
H -0.1155 3.2063 3.3534
C -7.0894 3.5987 -1.2426
C -2.2880 -0.1377 0.0933
C -3.7084 3.0762 1.7430
C 13.7558 1.3706 2.5390
C -0.3414 3.5187 2.3322
C 6.7024 -2.9786 0.1383
H 12.0002 -0.6151 3.4475
*
```

The calculation puts the HOMO energy at -4.73 eV. Its HOMO-LUMO gap is 0.235 Ha.

# 2
DFT (the ωB97M-V functional and the def2-TZVPD basis) results for 2 unconnected molecules or ions with the total composition C4H11N2O.

The geometry in ORCA input format:
```
! wB97M-V def2-TZVPD RIJCOSX def2/J DEFGRID3
* xyz 1 1
H 1.3635 0.9591 -0.4337
H -1.1743 0.9239 2.9052
C 0.9529 0.3573 -2.2992
H 0.9247 -0.8681 2.2898
H 0.1102 -2.1335 1.2227
O 1.7643 0.5574 -3.2785
H 0.3129 1.3037 2.3248
H -0.3084 0.1834 0.0299
N 0.7369 0.4908 -1.0710
H -1.2342 1.7681 1.3748
C 0.4762 -0.1543 -3.5952
C -0.0148 -1.2286 1.8436
N -0.8677 -0.1666 1.1055
C -0.7475 1.0200 1.9864
H -0.3846 0.3068 -4.0598
H 0.5099 -1.2416 -3.9368
H -1.7603 -0.5900 0.9755
H -0.6597 -1.4878 2.6159
*
```

Its energy above the lowest of the compared OMol25 structures with the same formula, charge and spin is 99.1 kcal/mol. The calculation puts the HOMO energy at -14.84 eV. Its HOMO-LUMO gap is 0.443 Ha.

# 3
DFT (the ωB97M-V functional and the def2-TZVPD basis) results for a molecular structure, C41H45BN8O2Pt.

The geometry in ORCA input format:
```
! wB97M-V def2-TZVPD RIJCOSX def2/J DEFGRID3
* xyz 2 1
H -4.1137 3.3099 0.8391
H -0.5830 1.9426 5.0007
C -2.6371 0.2036 -4.4787
N 1.9666 0.3400 1.1120
H 2.4478 0.1382 -1.0489
C 3.5808 -3.0081 -4.4243
H 4.5682 -2.6283 0.4236
C -4.0188 0.2558 2.2531
H -3.2629 -3.2084 0.1010
H 0.5079 -2.3587 -3.1591
H -2.3283 0.0011 -1.1280
H 5.8634 -1.4946 0.8423
C -0.3229 0.1099 -3.8328
C -1.2359 -2.6796 -0.1745
H 3.0210 3.3276 0.3361
N 0.9186 -1.4355 2.9204
H -2.8405 4.3349 -0.5759
C -1.2879 0.2036 -4.8167
C -0.6775 -0.0260 -2.4794
B 1.7437 -2.0356 1.7396
H 1.5991 2.9522 1.3364
C 2.3076 -1.3167 -2.6060
H 1.1437 4.4780 -2.1083
C -4.5293 1.4996 1.8895
C 2.6568 2.7545 1.1889
C 4.3241 -2.0950 -3.6942
C -2.0313 0.0323 -2.1613
H -5.8490 2.2009 3.3889
H -0.9895 0.2901 -5.8533
C -0.1920 0.1378 3.9498
N -0.3078 2.1531 -0.1901
H 1.5955 -5.5315 -0.6004
C -2.4867 1.9101 0.7110
N -0.4105 -1.8716 0.5344
C -0.5479 -3.8417 -0.4984
H 4.2707 -0.5517 -2.2016
C 1.0382 -1.6876 4.2428
C -1.5361 2.7060 -0.0670
C 4.8692 -1.8411 1.1143
Pt -0.0900 0.2282 0.5624
C 0.7213 -3.7125 0.0422
C 1.5733 -2.2634 -3.3250
H -0.9120 2.0379 3.2688
H 2.8922 -2.6916 4.6271
N -2.0258 0.6931 1.0443
H -3.0343 -1.4772 -0.1096
C -0.9763 1.3935 4.1471
H -0.9409 -4.6918 -1.0320
H -4.0519 0.1605 -2.8710
C 0.3376 -0.7139 4.9264
H 3.1866 3.1197 2.0689
H 5.1255 1.1382 0.9272
H 1.5385 -3.7718 4.3018
O -2.5899 6.0677 -2.2837
H -2.3321 -1.0709 2.0721
C -0.8893 4.5922 -1.3952
C -3.7369 2.3357 1.1131
H 4.0703 -3.6606 -5.1353
C 0.4092 -0.0644 -1.4826
H 1.6272 -3.8148 -4.7960
C 1.8721 -4.6557 -0.0188
N 0.7777 -2.5264 0.6548
N 0.1451 -0.3230 2.7490
H -2.0282 1.1850 4.3502
C 2.9208 1.2915 1.0440
C 3.9103 -0.7019 1.0748
H 5.3942 -2.0256 -3.8386
H 1.5589 2.2974 -1.0515
H -0.9827 6.6989 -1.2484
C -1.8495 3.9109 -0.6590
H -0.5822 6.1327 -2.8632
H 2.1745 -4.9841 0.9762
H 1.6441 -2.9284 5.8516
H 2.4423 -2.9189 2.1281
H 2.7313 -4.1800 -0.4948
H 4.9208 -2.2747 2.1142
O -6.2823 3.0336 1.5347
C 0.3595 4.0015 -1.5341
H 0.7223 0.1387 -4.1067
H 0.2340 -0.6230 5.9951
H -7.1708 3.3142 1.7770
C -2.6891 -2.4498 -0.4341
C 4.1597 0.6615 0.9795
C 2.2054 -3.0950 -4.2312
C -5.8978 1.9354 2.3257
C 3.6909 -1.2643 -2.7794
C -2.7694 -0.1171 1.8166
H -3.3926 0.2824 -5.2496
C 0.6084 2.7877 -0.9327
H -6.5869 1.0911 2.2286
C -1.2180 5.9379 -1.9971
H -2.9109 -2.5588 -1.4947
N 2.5863 -0.8626 1.1653
C 1.8224 -2.8366 4.7831
C -3.0049 0.1307 -3.1458
H -2.7707 5.7632 -3.1789
H -4.5855 -0.4229 2.8779
C 1.7040 -0.3495 -1.6637
*
```

Its energy above the lowest of the compared OMol25 structures with the same formula, charge and spin is 47.4 kcal/mol. The calculation puts the HOMO energy (spin up / spin down) at -12.46 / -12.46 eV. Its HOMO-LUMO gap (spin up / spin down) is 0.225 / 0.225 Ha.

# 4
DFT (the ωB97M-V functional and the def2-TZVPD basis) results for 2 unconnected molecules or ions with the total composition C6H12O2.

The geometry in ORCA input format:
```
! wB97M-V def2-TZVPD RIJCOSX def2/J DEFGRID3
* xyz 0 1
C -0.0326 1.5870 1.1432
H -0.0925 2.7155 1.0054
O -0.9049 0.1523 -2.4120
H 0.8488 -1.0665 1.3884
H 0.1957 1.5152 2.2927
H 1.2996 -1.3070 -0.4016
C -1.1681 -2.4278 0.2178
H -1.1017 1.1243 1.1887
O -2.2053 -2.7043 -0.3792
C 0.9038 0.7565 0.2771
C 1.9537 1.3625 -0.2754
H 2.4395 2.3386 -0.0334
H -0.0503 0.3300 -2.7889
H -1.3520 -0.4650 -0.5572
H -1.3552 -0.6753 1.3514
H -1.3797 1.0580 -2.4609
H 2.7093 0.7570 -0.9041
C 0.6954 -0.6612 0.4087
C -0.7770 -0.9677 0.3868
H -0.6266 -3.4220 0.5526
*
```

Its SMILES is C=C(C)CCC=O.O. Its energy above the lowest of the compared OMol25 structures with the same formula, charge and spin is 87.1 kcal/mol. The calculation puts the HOMO energy at -9.18 eV. Its HOMO-LUMO gap is 0.362 Ha.

# 5
DFT (the ωB97M-V functional and the def2-TZVPD basis) results for a molecular structure, C12H34N8O16Zn2.

The geometry in ORCA input format:
```
! wB97M-V def2-TZVPD RIJCOSX def2/J DEFGRID3
* xyz 0 1
H -9.4752 -29.0290 12.7521
O -3.7013 -25.9160 14.6380
H -2.9436 -27.2992 12.6928
C -5.5041 -27.2304 17.5350
O -7.9224 -29.1708 13.3988
H -1.7648 -28.3637 13.4056
C -6.9964 -30.0832 13.6231
H -4.1379 -27.5641 19.0295
O -6.1037 -26.9692 13.7111
O -6.3674 -27.6676 16.7770
H -9.6212 -23.8430 17.4686
O -10.3235 -28.8880 12.2787
H -6.6466 -23.8669 11.2089
H -10.4645 -25.2923 16.7712
Zn -6.5663 -28.1095 12.0506
H -11.1597 -27.5275 11.0837
N -11.1255 -25.0124 13.7654
H -9.9214 -28.9933 9.6552
C -7.1427 -26.1423 13.6244
H -10.1142 -29.7899 18.2049
H -3.4666 -27.9428 15.0642
H -6.1594 -25.3004 17.3957
O -7.9893 -28.5234 10.4760
O -6.7896 -30.0600 14.8966
Zn -7.5610 -28.1322 15.2136
H -4.7180 -25.5107 18.3171
O -10.8920 -22.7381 13.8685
C -10.6051 -23.8082 13.3662
H -4.8914 -28.9828 18.2759
C -2.8832 -27.0507 14.7811
C -2.1753 -27.3542 13.4753
H -11.6415 -24.9907 14.6262
C -10.1508 -27.8056 11.3883
H -7.7869 -25.7194 10.2586
H -7.6829 -28.9244 9.6534
H -1.4301 -25.6193 13.4753
H -8.4709 -25.7435 16.2365
N -4.7804 -27.9913 18.3923
H -12.0437 -28.7522 15.5425
N -5.3956 -25.8926 17.6826
H -11.1181 -26.9619 18.7588
H -10.8448 -27.9298 14.6752
N -7.0619 -23.2999 10.4908
H -9.5898 -27.0011 11.8730
H -9.4095 -27.3344 9.4749
O -7.9560 -26.2727 14.5927
O -9.0679 -28.2097 16.4869
H -10.6630 -25.8612 13.4926
C -9.7511 -24.9305 17.5192
H -9.2871 -24.8550 12.1890
O -1.0606 -26.4869 13.2643
C -10.1948 -28.6991 16.4642
C -9.3596 -28.1964 10.1462
N -11.0625 -28.5728 15.4170
H -9.2728 -25.1291 19.5681
N -10.6945 -29.4711 17.4474
H -8.2537 -25.5843 8.6128
N -8.0621 -25.1327 9.4882
O -6.0648 -30.0194 12.7344
O -7.5467 -26.1876 12.3870
H -2.2499 -26.9655 15.6668
C -7.7833 -23.7957 9.4471
H -4.5609 -26.1592 14.2571
H -7.0832 -22.3058 10.6286
O -8.2163 -23.0733 8.5653
N -9.6565 -23.9414 12.3908
H -9.1614 -23.0981 12.1699
O -10.2376 -26.7325 19.0737
C -10.1450 -25.2988 18.9355
H -11.5073 -30.0484 17.3197
O -8.4921 -25.4976 17.1752
H -11.0928 -24.8217 19.1819
*
```

The calculation puts the HOMO energy at -9.26 eV. Its HOMO-LUMO gap is 0.302 Ha.

# 6
DFT (the ωB97M-V functional and the def2-TZVPD basis) results for a molecular structure, C28H51BN9PtS.

The geometry in ORCA input format:
```
! wB97M-V def2-TZVPD RIJCOSX def2/J DEFGRID3
* xyz 1 1
H -4.0165 3.7364 1.4956
H -2.7297 -2.5650 -3.0372
H -2.4685 -0.7128 3.2606
C -1.6694 -2.3511 -3.1742
H -0.8387 5.0369 -1.4638
C 1.6260 -0.9736 3.6721
H 2.2655 3.2822 -1.5610
C 0.8366 2.1126 -2.4620
H -1.7578 -4.7199 2.7573
C -4.7204 0.7039 4.1005
H -2.0506 1.6708 4.7863
H -5.1220 -3.1906 3.5301
C -2.9033 2.3497 4.7650
C -2.1814 3.4423 -0.8222
C 0.2251 0.2152 6.1848
H -3.2813 4.6560 -2.2345
H -4.9819 -1.8639 2.3753
H -1.6588 -3.2281 3.6813
H -3.9876 -1.8867 3.8338
H -2.7222 -4.2247 -0.2926
H 0.2665 -1.8553 5.6915
H -2.5201 3.3515 4.5687
H -4.6151 2.7458 3.5706
H -2.3464 -0.3305 5.3838
C -1.0814 4.4739 -0.5600
H 3.4358 1.5326 1.8337
H -3.8723 -4.1206 1.8007
H -1.3490 -2.8077 -4.1119
H -0.2027 1.1551 5.8309
H 1.5711 3.5575 -3.7360
H -5.4549 0.9998 4.8508
C -2.5987 -2.6311 1.2053
H -1.5664 -1.2758 -3.2792
N -2.2832 1.0201 1.8670
C 0.2807 -0.7919 3.9269
C -2.3372 -3.2672 0.0156
N -1.9044 -1.4706 1.2202
N 1.6137 1.8402 -0.2173
C -0.2626 -0.9668 5.3328
H 2.5312 1.4217 -0.0793
H 1.4308 2.5057 0.5334
H 1.3102 0.3101 6.1564
H -3.7702 4.9056 -0.5635
N 0.9257 2.7974 -3.6048
C -3.3538 -3.3098 2.3189
N -1.7864 1.4847 0.6895
H -0.1773 3.9906 -0.1887
C 0.6525 -2.7178 -2.1616
C 3.9859 0.6319 2.1016
H -2.8702 -4.4474 4.1061
H 3.7303 -1.4441 2.3131
H 2.3691 -1.3144 4.3744
C 1.8412 -0.6268 2.3506
C -4.4198 -2.5059 3.0531
H 3.0474 -2.1227 0.1693
H -5.2564 0.2707 3.2570
N -1.1540 -1.3987 0.0649
H -0.0789 0.0752 7.2223
H 2.6386 -0.5256 -0.3790
H -1.8617 2.7704 -1.6193
H -4.0988 -0.0698 4.5448
H 4.9677 0.6568 1.6273
H -4.2769 3.4464 -1.4175
H 4.3360 -0.9488 -0.0813
S -0.2171 0.8041 -2.3356
H -1.4065 5.1843 0.2023
H 0.9420 -1.6706 -2.1821
C 3.3141 -1.0727 0.2821
H 4.1335 0.6991 3.1792
C -0.8516 -2.9079 -2.0045
H -1.8639 -1.4446 6.6487
Pt 0.1042 0.2879 -0.1048
N -0.2960 -0.3727 2.7815
H 0.9830 -3.1715 -3.0975
H 0.3470 2.5255 -4.3811
C -3.4548 4.1491 -1.2839
N 1.6109 2.5235 -1.4443
H 1.1908 -3.1965 -1.3437
C 3.2251 -0.6571 1.7487
C -1.4234 -2.4809 -0.6746
C -3.3488 2.8949 1.4197
N 0.6652 -0.2732 1.8024
C -2.4323 2.6110 0.4045
C -1.7435 -1.2103 5.5900
B -1.8015 -0.3767 2.3439
H -2.1476 -2.0442 5.0220
C -3.2175 1.8844 2.3457
H -3.3674 2.3455 5.7528
C -2.3518 -3.9665 3.2754
C -3.9042 1.9238 3.6865
H -1.0214 -3.9880 -2.0118
*
```

Its energy above the lowest of the compared OMol25 structures with the same formula, charge and spin is 0.0 kcal/mol. The calculation puts the HOMO energy at -10.16 eV. Its HOMO-LUMO gap is 0.276 Ha.